(1)
ORCA calculation (the ωB97M-V functional and the def2-TZVPD basis) on C2H6CsO as an isolated structure in a non-equilibrium geometry.

Structure (XYZ):
```
10
Properties=species:S:1:pos:R:3:mulliken_charge:R:1
Cs 3.529 0.506 -1.116 0.093
C -0.402 -0.945 0.770 -0.845
C -0.526 0.299 -0.136 -0.478
O 0.577 0.853 -0.765 -0.489
H -1.365 -1.364 1.065 0.313
H 0.052 -0.599 1.699 0.252
H 0.151 -1.643 0.141 0.237
H -1.112 1.077 0.354 0.328
H -1.110 0.104 -1.035 0.300
H 0.207 1.713 -0.978 0.290
```

Calculated values
Total charge: 0
Energy above the lowest of the compared OMol25 structures with the same formula, charge and spin, eV: 0.466
E_LUMO (alpha / beta), eV: 0.081 / 0.168
Calculated total energy, Ha: -175.0758
Kohn-Sham gap (alpha / beta), Eh: 0.1215 / 0.3994
Multiplicity: 2

***

(2)
ORCA calculation (the ωB97M-V functional and the def2-TZVPD basis) on C2H6CsO as an isolated structure in a non-equilibrium geometry.

Structure (XYZ):
```
10
Properties=species:S:1:pos:R:3:mulliken_charge:R:1
Cs -0.816 -6.231 -1.182 0.998
C -0.190 0.652 1.025 -0.955
C 0.098 0.339 -0.435 -0.190
O 1.036 1.226 -0.922 -0.529
H -0.441 -0.280 1.533 0.287
H -0.841 1.520 1.132 0.307
H 0.719 1.058 1.468 0.300
H -0.814 0.274 -1.029 0.252
H 0.584 -0.636 -0.426 0.220
H 0.665 2.077 -1.165 0.311
```

Calculated values
Total charge: +1
Energy above the lowest of the compared OMol25 structures with the same formula, charge and spin, eV: 0.915
E_LUMO, eV: -4.220
Calculated total energy, Ha: -174.9459
Kohn-Sham gap, Eh: 0.2938

***

(3)
ORCA calculation (the ωB97M-V functional and the def2-TZVPD basis) on C2H6DyO2 as an isolated structure in a non-equilibrium geometry.

Structure (XYZ):
```
11
Properties=species:S:1:pos:R:3:mulliken_charge:R:1
C -1.547 0.379 0.125 -1.083
C -0.264 -0.105 -0.502 -0.124
O 0.807 0.217 0.428 -0.011
H -2.336 0.315 -0.635 0.352
H -1.841 -0.251 0.975 0.340
H -1.461 1.424 0.449 0.333
H -0.018 0.422 -1.431 0.309
H -0.260 -1.190 -0.664 0.310
H 1.029 -0.648 1.324 0.569
Dy 4.063 0.205 -0.405 1.686
O 1.828 -0.768 0.335 -0.681
```

Calculated values
Total charge: +2
Energy above the lowest of the compared OMol25 structures with the same formula, charge and spin, eV: 4.560
E_LUMO (alpha / beta), eV: -9.437 / -10.491
Calculated total energy, Ha: -1114.4799
Kohn-Sham gap (alpha / beta), Eh: 0.3458 / 0.3093
Multiplicity: 7

***

(4)
ORCA calculation (the ωB97M-V functional and the def2-TZVPD basis) on C2H6F2OSi in the gas phase in a non-equilibrium geometry.

Structure (XYZ):
```
12
Properties=species:S:1:pos:R:3:mulliken_charge:R:1
C -0.886 -1.500 -0.926 -1.150
Si 0.207 0.446 -0.266 0.737
C 1.346 0.515 1.253 -1.069
F 0.968 0.871 -1.643 -0.287
O -0.799 1.593 0.232 -0.078
F -2.189 1.618 -0.400 -0.190
H -0.749 -1.558 -1.968 0.329
H -0.794 -2.355 -0.306 0.366
H -1.934 -1.271 -0.821 0.338
H 0.776 0.168 2.072 0.318
H 2.271 0.009 1.156 0.346
H 1.785 1.463 1.616 0.341
```

Calculated values
Total charge: 0
Energy above the lowest of the compared OMol25 structures with the same formula, charge and spin, eV: 6.224
Structure (SMILES): C[Si](C)(F)OF
E_LUMO, eV: -0.991
Calculated total energy, Ha: -644.1999
Kohn-Sham gap, Eh: 0.3510

***

(5)
ORCA calculation (the ωB97M-V functional and the def2-TZVPD basis) on a 2-piece molecular cluster, C2H6FN overall in a non-equilibrium geometry.

Structure (XYZ):
```
10
Properties=species:S:1:pos:R:3:mulliken_charge:R:1
C 0.115 1.068 0.092 -0.711
C -0.816 -0.020 -0.365 0.105
N 0.160 -1.801 -0.006 -0.637
F -2.006 -0.173 0.250 -0.231
H 0.477 0.793 1.121 0.255
H -0.464 2.089 0.186 0.274
H 0.870 1.331 -0.702 0.257
H -0.781 -0.225 -1.470 0.261
H 0.702 -1.544 0.807 0.214
H 0.737 -1.791 -0.847 0.213
```

Calculated values
Total charge: 0
Energy above the lowest of the compared OMol25 structures with the same formula, charge and spin, eV: 2.287
E_LUMO, eV: 0.950
Calculated total energy, Ha: -234.3273
Kohn-Sham gap, Eh: 0.3765

***

(6)
ORCA calculation (the ωB97M-V functional and the def2-TZVPD basis) on a 3-piece molecular cluster, C2H6FN3O overall in a non-equilibrium geometry.

Structure (XYZ):
```
13
Properties=species:S:1:pos:R:3:mulliken_charge:R:1
C -0.085 -0.430 0.100 0.398
C 1.083 -1.332 0.397 -0.021
H -1.669 1.345 -0.513 0.406
H -3.032 -0.506 -1.081 0.260
H 1.028 -2.345 0.068 0.252
H 1.711 -1.157 1.325 0.139
H -0.640 1.612 0.774 0.331
H 1.679 1.671 -0.759 0.330
N -2.214 0.071 -0.046 -0.595
N -1.340 -0.888 0.025 -0.302
N -0.038 1.031 0.047 -0.419
O 1.379 1.627 0.157 -0.431
F 2.139 -0.699 -0.492 -0.347
```

Calculated values
Total charge: 0
Energy above the lowest of the compared OMol25 structures with the same formula, charge and spin, eV: 5.216
E_LUMO, eV: 0.102
Calculated total energy, Ha: -418.8913
Kohn-Sham gap, Eh: 0.3282

***

(7)
ORCA calculation (the ωB97M-V functional and the def2-TZVPD basis) on a 2-piece molecular cluster, C2H6FNO2 overall in a non-equilibrium geometry.

Structure (XYZ):
```
12
Properties=species:S:1:pos:R:3:mulliken_charge:R:1
C -2.170 -0.164 0.776 -0.556
C 1.879 -0.152 -1.281 -0.524
N 0.049 0.438 0.612 0.000
O 2.560 -0.896 -0.435 -0.406
O -0.910 -0.281 0.123 -0.079
F -0.177 1.774 -0.013 -0.267
H -2.836 -0.727 0.306 0.283
H -2.428 0.876 0.738 0.265
H -2.091 -0.618 1.790 0.244
H 2.124 0.867 -1.072 0.400
H 1.124 -0.698 -1.827 0.304
H 2.877 -0.418 0.283 0.336
```

Calculated values
Total charge: 0
Energy above the lowest of the compared OMol25 structures with the same formula, charge and spin, eV: 4.453
E_LUMO (alpha / beta), eV: 0.947 / -0.517
Calculated total energy, Ha: -384.6414
Kohn-Sham gap (alpha / beta), Eh: 0.3976 / 0.2386

***

(8)
ORCA calculation (the ωB97M-V functional and the def2-TZVPD basis) on C2H6FO2Sm as an isolated structure in a non-equilibrium geometry.

Structure (XYZ):
```
12
Properties=species:S:1:pos:R:3:mulliken_charge:R:1
F -0.578 -2.875 0.500 -0.672
Sm 0.074 -2.207 -1.433 1.475
O -1.435 -0.486 -1.184 -0.598
H -1.733 0.082 -1.901 0.353
C 1.453 0.797 0.598 -0.671
O 0.442 -0.116 0.200 -0.314
C -0.891 0.261 0.167 -0.095
H 1.083 1.236 1.532 0.289
H 2.384 0.230 0.679 0.239
H 1.573 1.593 -0.146 0.327
H -1.352 0.187 1.158 0.325
H -1.019 1.297 -0.169 0.342
```

Calculated values
Total charge: +1
Energy above the lowest of the compared OMol25 structures with the same formula, charge and spin, eV: 0.531
E_LUMO (alpha / beta), eV: -4.316 / -4.346
Calculated total energy, Ha: -987.8582
Kohn-Sham gap (alpha / beta), Eh: 0.2585 / 0.3896
Multiplicity: 7

***

(9)
ORCA calculation (the ωB97M-V functional and the def2-TZVPD basis) on C2H6FP in the gas phase in a non-equilibrium geometry.

Structure (XYZ):
```
10
Properties=species:S:1:pos:R:3:mulliken_charge:R:1
C -1.328 -0.130 0.640 -0.945
P 0.045 -1.153 -0.073 0.047
C 1.394 0.370 -0.401 -0.278
F 2.434 0.219 0.464 -0.269
H -1.007 0.286 1.592 0.290
H -2.176 -0.787 0.822 0.333
H -1.632 0.665 -0.032 0.319
H -0.419 -1.089 -1.395 0.020
H 1.773 0.289 -1.418 0.264
H 0.916 1.330 -0.199 0.218
```

Calculated values
Total charge: 0
Energy above the lowest of the compared OMol25 structures with the same formula, charge and spin, eV: 1.147
Structure (SMILES): CPCF
E_LUMO, eV: 1.063
Calculated total energy, Ha: -520.9796
Kohn-Sham gap, Eh: 0.3844

***

(10)
ORCA calculation (the ωB97M-V functional and the def2-TZVPD basis) on a 2-piece molecular cluster, C2H6I2N2O overall in a non-equilibrium geometry.

Structure (XYZ):
```
13
Properties=species:S:1:pos:R:3:mulliken_charge:R:1
C 0.782 -0.841 2.148 -0.485
N 1.287 -1.193 0.903 0.023
N 1.712 -0.609 -0.003 -0.106
I 2.031 1.537 0.061 -0.162
H 0.656 0.323 2.234 0.189
H -0.221 -1.268 2.097 0.262
H 1.710 -1.108 2.769 0.276
C -1.202 0.347 -2.177 -0.496
O -1.488 0.129 -0.804 -0.457
I -1.692 1.646 0.577 0.225
H -0.355 1.033 -2.361 0.249
H -2.285 0.546 -2.700 0.230
H -0.935 -0.540 -2.744 0.254
```

Calculated values
Total charge: 0
Energy above the lowest of the compared OMol25 structures with the same formula, charge and spin, eV: 1.557
Structure (SMILES): C/N=N\I.COI
E_LUMO, eV: -1.210
Calculated total energy, Ha: -859.7821
Kohn-Sham gap, Eh: 0.2694

***

What is the total charge in the fifth record? 0

***

Which value of total charge does entry 10 give? 0

***

What is the energy above the lowest of the compared OMol25 structures with the same formula, charge and spin in the second record? 0.915 eV